(1)
Molecular formula: C5H10O2
Method: DFT, wB97M-V/def2-TZVPD

## Properties
- HOMO: -0.2914 Eh
- E_tot: -9438.53384 eV
- ΔE to the lowest compared entry with this formula, charge and spin: 104.0 kcal/mol
- LUMO energy: 0.824 eV

```
17
Properties=species:S:1:pos:R:3:forces:R:3
C 2.010 -0.076 -0.534 0.0 0.0 0.0
C 0.780 0.278 0.276 0.1 -0.1 0.1
O 0.030 1.365 -0.358 -0.2 -0.1 -0.2
C -1.724 0.837 -0.324 0.0 0.1 0.3
C -1.526 -0.108 0.840 0.0 -0.1 0.0
C -0.246 -0.855 0.445 0.1 0.0 0.2
O -0.441 -1.545 -0.767 -0.1 0.1 -0.1
H 2.646 0.800 -0.696 -0.1 -0.1 0.0
H 1.719 -0.510 -1.496 0.0 0.1 0.1
H 2.595 -0.831 0.001 -0.1 0.1 -0.1
H 1.059 0.678 1.256 -0.1 -0.1 -0.1
H 0.026 1.208 -1.314 0.2 0.1 0.0
H -2.138 1.797 0.018 0.1 -0.2 -0.1
H -1.427 0.336 1.843 0.0 0.0 -0.2
H -2.367 -0.812 0.854 0.1 0.1 0.0
H 0.097 -1.574 1.198 0.0 0.1 -0.1
H -1.093 -0.987 -1.242 0.0 -0.1 0.0
```
Forces are in eV/Å.

Atom charges from the natural (NBO) analysis, given in e for atoms 1 to 5:
1. C -0.6438
2. C 0.0692
3. O -0.5927
4. C -0.2876
5. C -0.5386

---

(2)
Molecular formula: C36H37BF2N2O5P2RuS
Method: DFT, wB97M-V/def2-TZVPD

## Properties
- ⟨S²⟩: 6.02
- HOMO (alpha / beta): -0.2885 / -0.3228 Eh
- E_tot: -89258.88280 eV
- ΔE to the lowest compared entry with this formula, charge and spin: 62.2 kcal/mol
- LUMO energy (alpha / beta): 0.234 / -1.305 eV
- Multiplicity: 5

```
87
Properties=species:S:1:pos:R:3:forces:R:3
Ru 0.177 0.143 1.066 -0.2 -0.4 0.4
C -6.814 0.494 4.575 0.0 0.0 0.0
C -5.696 0.936 3.676 0.1 0.0 0.0
C -5.727 2.185 3.065 0.0 0.0 0.0
C -4.713 2.586 2.211 -0.1 0.1 0.0
C -3.658 1.724 1.971 0.1 -0.1 0.0
C -3.591 0.472 2.574 0.0 0.0 0.0
C -4.615 0.089 3.421 0.0 0.0 0.0
S -2.343 2.222 0.910 -0.1 0.0 0.0
O -2.580 3.574 0.523 0.1 0.0 0.0
O -2.426 1.204 -0.239 0.0 0.2 0.2
N -0.977 1.864 1.555 0.2 0.0 -0.2
C -0.433 2.735 2.592 0.0 0.2 0.2
C 0.937 2.215 3.058 -0.1 0.0 0.0
O 1.553 2.803 3.914 0.0 0.1 0.0
O 1.340 1.123 2.465 0.1 0.0 0.0
H -7.233 1.333 5.130 0.0 0.0 0.0
H -6.472 -0.254 5.288 0.0 0.0 0.0
H -7.620 0.050 3.989 0.0 0.0 0.0
H -6.554 2.855 3.263 0.0 0.0 0.0
H -4.732 3.558 1.738 0.0 0.0 0.0
H -2.749 -0.186 2.386 0.0 0.0 0.0
H -4.574 -0.882 3.898 0.0 0.0 0.0
H -1.085 2.783 3.471 0.0 0.0 0.0
H -0.293 3.753 2.222 0.0 0.0 0.0
N 0.912 -0.418 -2.141 0.1 -0.1 -0.1
P 1.503 -0.954 -0.699 -0.1 0.1 0.0
C 1.359 -2.758 -0.685 0.0 -0.1 0.0
C 2.384 -3.553 -0.175 0.0 0.0 0.0
C 2.219 -4.927 -0.085 0.0 0.0 0.0
C 1.040 -5.517 -0.514 0.0 0.0 0.0
C 0.022 -4.730 -1.036 0.0 0.0 0.0
C 0.173 -3.355 -1.113 0.0 0.0 0.0
C 3.272 -0.598 -0.577 0.0 0.0 -0.1
C 4.046 -0.480 -1.727 0.0 0.0 0.0
C 5.390 -0.160 -1.626 0.0 0.0 0.0
C 5.962 0.040 -0.375 0.0 0.0 0.0
C 5.191 -0.071 0.772 0.0 0.0 0.0
C 3.842 -0.381 0.673 0.0 0.0 0.1
P -0.061 1.168 -2.071 -0.4 0.2 -0.1
C -0.713 0.886 -3.752 0.0 0.0 0.0
C 0.033 0.304 -4.777 0.0 0.0 0.0
C -0.536 0.071 -6.019 0.0 0.0 0.0
C -1.866 0.395 -6.245 0.0 0.0 0.0
C -2.617 0.969 -5.231 0.0 0.0 0.0
C -2.041 1.228 -3.997 0.0 0.0 0.0
C 1.482 2.135 -2.000 0.0 0.0 0.0
C 2.080 2.519 -3.198 0.1 0.0 0.0
C 3.279 3.214 -3.191 0.0 0.0 0.0
C 3.894 3.542 -1.990 0.0 0.0 0.0
C 3.286 3.190 -0.796 0.0 0.0 0.0
C 2.083 2.497 -0.802 0.0 0.0 0.1
H 0.620 -1.133 -2.794 0.0 0.0 0.0
H 3.313 -3.102 0.148 0.0 0.0 0.0
H 3.019 -5.537 0.315 0.0 0.0 0.0
H 0.913 -6.589 -0.442 0.0 0.0 0.0
H -0.900 -5.186 -1.372 0.0 0.0 0.0
H -0.632 -2.746 -1.501 0.0 0.0 0.0
H 3.587 -0.608 -2.700 0.0 0.0 0.0
H 5.990 -0.056 -2.520 0.0 0.0 0.0
H 7.011 0.296 -0.298 0.0 0.0 0.0
H 5.629 0.105 1.745 0.0 0.0 0.0
H 3.233 -0.415 1.571 0.0 0.0 0.0
H 1.071 0.047 -4.612 0.0 0.0 0.0
H 0.061 -0.365 -6.809 0.0 0.0 0.0
H -2.315 0.203 -7.212 0.0 0.0 0.0
H -3.655 1.224 -5.401 0.0 0.0 0.0
H -2.623 1.703 -3.220 0.0 0.0 0.0
H 1.611 2.288 -4.145 0.0 0.0 0.0
H 3.730 3.504 -4.131 0.0 0.0 0.0
H 4.830 4.084 -1.987 0.0 0.0 0.0
H 3.739 3.449 0.152 0.0 0.0 0.0
H 1.633 2.252 0.154 0.0 0.0 0.0
C 1.048 -2.135 3.420 0.0 -0.1 0.2
C -0.435 -2.196 3.089 0.1 0.2 -0.1
C -0.869 -3.586 2.652 0.0 0.0 0.0
O -0.749 -1.283 2.059 0.0 0.1 -0.2
H 1.281 -2.812 4.246 0.0 0.0 0.0
H 1.342 -1.125 3.708 0.0 0.0 0.0
H 1.637 -2.450 2.554 0.0 0.0 -0.1
H -1.010 -1.893 3.977 0.0 -0.1 0.0
H -0.291 -3.900 1.781 0.0 0.0 0.0
H -1.925 -3.582 2.377 0.0 0.0 0.0
H -0.717 -4.315 3.450 0.0 0.0 0.0
F -0.919 2.642 -1.937 0.1 -0.1 0.0
B -1.262 0.399 -0.627 0.3 -0.1 -0.2
F -1.735 -0.817 -1.036 0.1 -0.1 0.0
```
Forces are in eV/Å.

Atom charges from the Mulliken analysis, given in e for atoms 1 to 5:
1. Ru 0.4908
2. C -1.5166
3. C 0.9691
4. C -0.7720
5. C -0.5521

---

(3)
Molecular formula: C7H8NO2
Method: DFT, wB97M-V/def2-TZVPD

## Properties
- HOMO: -0.5320 Eh
- Charge: +1
- E_tot: -12964.66687 eV
- ΔE to the lowest compared entry with this formula, charge and spin: 15.4 kcal/mol
- LUMO energy: -5.174 eV
- Structure (SMILES): O=C1OC[N+]2=CCCC=C12

```
18
Properties=species:S:1:pos:R:3:forces:R:3
O -2.380 -3.164 -0.551 0.5 -0.2 0.4
C -1.958 -2.281 0.108 0.4 0.3 -2.3
O -2.610 -1.816 1.206 -1.6 -1.1 0.2
C -2.085 -0.773 1.803 3.8 2.6 -0.3
N -0.956 -0.279 0.682 -1.7 -0.2 1.4
C -0.249 0.753 0.572 -0.3 2.3 4.4
C 0.641 0.950 -0.527 0.2 -1.8 -0.8
C 1.203 -0.346 -1.110 -0.5 1.9 -0.4
C 0.221 -1.407 -1.027 1.1 -2.8 -0.9
C -0.832 -1.299 -0.227 -1.0 -2.6 -0.2
H -1.462 -0.922 2.655 0.6 -1.1 0.7
H -2.626 0.092 2.101 -1.5 0.5 -0.8
H -0.244 1.472 1.505 -0.3 -1.1 -2.1
H 0.100 1.414 -1.290 -0.9 1.3 -1.2
H 1.406 1.529 -0.179 2.0 2.0 0.5
H 2.175 -0.477 -0.730 1.2 -1.2 1.1
H 1.459 -0.188 -2.145 -0.3 0.3 -0.7
H 0.576 -2.319 -1.624 -1.5 1.0 1.1
```
Forces are in eV/Å.

Atom charges from the natural (NBO) analysis, given in e for atoms 1 to 5:
1. O -0.4410
2. C 0.7656
3. O -0.4532
4. C 0.1783
5. N -0.2835

---

(4)
Molecular formula: C20H16O4
Method: DFT, wB97M-V/def2-TZVPD

## Properties
- HOMO: -0.3461 Eh
- E_tot: -29188.24739 eV
- ΔE to the lowest compared entry with this formula, charge and spin: 39.3 kcal/mol
- LUMO energy: -1.850 eV
- Structure (SMILES): CC1=C2C(=O)C(=O)c3cc4c(cc3[C@@]2(C)CCC1)C(=O)C=CC4=O

```
40
Properties=species:S:1:pos:R:3:forces:R:3
C -2.849 0.816 3.433 0.4 0.5 0.0
C -2.064 -0.047 2.491 0.6 0.6 -2.5
C -1.720 0.358 1.182 0.2 -1.6 2.8
C -1.886 1.757 0.758 -4.4 0.1 -0.5
O -2.993 2.336 0.758 2.3 -0.9 0.6
C -0.788 2.397 0.029 2.2 4.0 -1.2
O -0.714 3.650 -0.086 -0.3 -3.8 0.4
C 0.254 1.504 -0.579 0.6 0.0 -0.5
C 1.330 2.118 -1.282 -0.2 0.2 0.5
C 2.370 1.378 -1.833 -1.1 -1.1 0.2
C 2.323 -0.043 -1.698 -0.6 0.6 0.3
C 1.232 -0.646 -1.047 0.6 0.3 -0.7
C 0.173 0.096 -0.496 0.4 0.1 0.4
C -1.025 -0.608 0.176 0.1 -0.5 0.4
C -1.979 -1.003 -0.988 -0.1 0.1 -0.4
C -0.613 -1.956 0.890 -0.9 0.0 -0.7
C -1.680 -2.435 1.890 0.5 0.9 -1.1
C -1.694 -1.438 3.001 -1.1 0.4 0.9
C 3.412 -0.884 -2.311 -0.9 -1.5 0.2
O 3.443 -2.116 -2.237 -0.2 1.6 0.2
C 4.415 -0.188 -3.094 0.9 2.9 -1.2
C 4.465 1.184 -3.248 -0.6 -2.5 0.5
C 3.423 2.032 -2.637 1.0 1.5 0.4
O 3.523 3.251 -2.758 -0.5 -1.1 0.1
H -2.787 1.889 3.217 -0.1 -0.3 -0.1
H -2.567 0.674 4.472 0.3 -0.2 0.1
H -3.890 0.523 3.380 -0.4 0.0 -0.1
H 1.380 3.214 -1.365 -0.2 -0.6 0.1
H 1.241 -1.728 -1.075 -0.2 0.0 0.3
H -2.969 -1.375 -0.669 0.5 0.3 0.1
H -2.132 -0.127 -1.643 -0.1 -0.5 0.1
H -1.501 -1.823 -1.570 -0.3 0.7 0.2
H -0.564 -2.762 0.146 0.6 0.4 -0.1
H 0.335 -1.824 1.390 0.4 -0.1 0.1
H -2.641 -2.516 1.366 0.0 0.2 0.2
H -1.465 -3.416 2.247 0.4 -0.8 0.3
H -0.687 -1.375 3.466 -0.6 -0.1 0.0
H -2.431 -1.787 3.777 0.7 0.7 -0.4
H 5.103 -0.810 -3.643 0.3 -0.2 0.2
H 5.216 1.731 -3.808 0.0 -0.3 -0.1
```
Forces are in eV/Å.

Atom charges from the natural (NBO) analysis, given in e for atoms 1 to 5:
1. C -0.6609
2. C 0.1599
3. C -0.1563
4. C 0.4330
5. O -0.4653

---

(5)
Molecular formula: C2H2N4OS
Method: DFT, wB97M-V/def2-TZVPD

## Properties
- HOMO: -0.3366 Eh
- E_tot: -20946.67561 eV
- ΔE to the lowest compared entry with this formula, charge and spin: 29.4 kcal/mol
- LUMO energy: -1.109 eV
- Structure (SMILES): Oc1nn[nH]c(=S)n1

```
10
Properties=species:S:1:pos:R:3:forces:R:3
O -0.232 1.646 1.863 3.3 -2.3 -0.2
C -0.224 0.595 0.966 0.5 1.9 -1.5
N 1.069 0.000 0.983 -1.8 -0.3 -0.7
N 1.259 -0.850 0.090 0.3 -1.9 -2.0
N 0.306 -1.196 -0.856 -2.1 4.3 3.9
C -0.849 -0.338 -1.071 1.4 -1.0 -0.6
S -1.610 -0.207 -2.536 0.6 -0.5 1.0
N -1.102 0.442 -0.008 0.3 1.5 3.1
H 0.835 1.613 2.193 -4.3 0.2 -1.0
H 0.548 -1.704 -1.625 1.6 -1.9 -2.1
```
Forces are in eV/Å.

Atom charges from the natural (NBO) analysis, given in e for atoms 1 to 5:
1. O -0.6192
2. C 0.6769
3. N -0.2926
4. N 0.0985
5. N -0.4047